Entry 1:
Density functional theory data (the ωB97M-V functional and the def2-TZVPD basis) for a structure of composition C39H35FeN5O2SSi.

The HOMO energy (alpha / beta) comes out at -6.3 / -6.7 eV. The value obtained for the LUMO energy (alpha / beta) is -1.1 / -1.1 eV. For the maximum force, the calculation gives 0.93 eV/A. Its expectation value of S² is 6.2229.

```
! RIJCOSX wB97M-V def2-TZVPD def2/J DEFGRID3
* xyz 0 5
Fe 0.5377 0.4227 0.7707
S -0.2582 -1.1540 2.1591
C -1.8050 -0.2977 2.0129
N -2.8859 -0.8611 2.3777
N -4.0427 -0.1661 2.1646
C -5.2340 -0.8849 2.1950
C -5.3270 -2.1460 2.7883
C -6.5402 -2.8122 2.8000
C -7.6754 -2.2516 2.2289
C -7.5791 -0.9953 1.6463
C -6.3760 -0.3145 1.6297
N -1.7374 1.0270 1.5065
N -1.3473 1.0672 0.2307
C -1.4489 2.3336 -0.3723
C -0.6844 2.5969 -1.5104
C -0.8103 3.8096 -2.1636
C -1.6916 4.7771 -1.6936
C -2.4419 4.5166 -0.5559
C -2.3301 3.3056 0.1078
H -3.9937 0.6158 1.5253
H -4.4416 -2.5835 3.2233
H -6.5988 -3.7898 3.2624
H -8.6180 -2.7815 2.2412
H -8.4520 -0.5384 1.1970
H -6.3092 0.6639 1.1684
H 0.0123 1.8509 -1.8695
H -0.2131 4.0024 -3.0446
H -1.7899 5.7234 -2.2085
H -3.1281 5.2647 -0.1792
H -2.9042 3.0980 0.9999
C -4.5010 -2.8572 -0.5859
C -3.4824 -3.5082 0.0943
C -2.1817 -3.0416 0.0114
C -1.8749 -1.9238 -0.7651
C -2.9052 -1.2971 -1.4686
C -4.2120 -1.7541 -1.3738
Si -0.1789 -1.1781 -0.8501
C 1.2425 -2.4219 -1.0123
C 1.9209 -2.9621 0.0796
C 3.0403 -3.7643 -0.0915
C 3.5160 -4.0355 -1.3663
C 2.8421 -3.5272 -2.4715
C 1.7158 -2.7388 -2.2886
H -5.5228 -3.1997 -0.4859
H -3.7095 -4.3623 0.7183
H -1.4062 -3.5304 0.5853
H -2.6884 -0.4220 -2.0712
H -5.0052 -1.2419 -1.9035
H -0.1102 -0.4242 -2.1362
H 1.5708 -2.7447 1.0824
H 3.5441 -4.1780 0.7735
H 4.3898 -4.6597 -1.5015
H 3.1867 -3.7582 -3.4715
H 1.1943 -2.3565 -3.1598
C 5.2135 3.4151 0.0376
O 4.8933 2.1455 -0.5069
C 3.9599 2.0926 -1.4809
C 3.4963 3.1988 -2.1831
C 2.5976 3.0363 -3.2247
C 2.1414 1.7764 -3.5800
C 2.5839 0.6727 -2.8711
C 3.4718 0.8255 -1.8194
N 3.9501 -0.3501 -1.1788
C 4.3279 -0.6135 0.0550
C 4.1760 0.0771 1.2757
C 5.0356 -0.3315 2.3306
C 4.9846 0.2629 3.5559
C 4.0225 1.2744 3.7727
C 3.1414 1.6531 2.7995
C 3.1609 1.0505 1.5137
O 2.2639 1.3115 0.6167
H 5.8678 3.2180 0.8829
H 4.3089 3.9229 0.3825
H 5.7363 4.0373 -0.6934
H 3.8459 4.1872 -1.9266
H 2.2574 3.9098 -3.7637
H 1.4370 1.6499 -4.3895
H 2.2266 -0.3192 -3.1157
H 4.0317 -1.1387 -1.8103
H 4.8437 -1.5647 0.1226
H 5.7581 -1.1148 2.1371
H 5.6530 -0.0413 4.3477
H 3.9621 1.7456 4.7453
H 2.3798 2.3991 2.9890
*
```

Löwdin population analysis, charges in e, atoms 1 to 4: 0.387 0.669 -0.793 0.045



Entry 2:
Density functional theory data (the ωB97M-V functional and the def2-TZVPD basis) for a structure of composition C39H35N8S2SeW.

The HOMO energy (alpha / beta) comes out at -9.5 / -9.5 eV. The value obtained for the LUMO energy (alpha / beta) is -5.1 / -5.1 eV. For the maximum force, the calculation gives 2.13 eV/A.

```
! RIJCOSX wB97M-V def2-TZVPD def2/J DEFGRID3
* xyz 1 1
W -0.7741 1.7142 -0.2258
C 1.6106 6.4864 1.0585
S 2.1536 5.6797 -0.4667
C 1.2555 4.1955 -0.4606
S 0.2945 3.7059 0.9097
N 1.4005 3.4763 -1.5263
N 0.7128 2.3022 -1.5324
C 1.0653 1.4616 -2.4917
C 0.4852 0.1767 -2.4242
C 0.6275 -0.8273 -3.3922
C -0.0065 -2.0268 -3.2091
C -0.7739 -2.2314 -2.0527
C -0.8607 -1.2255 -1.1319
N -0.2401 -0.0437 -1.2959
H 2.2101 7.3908 1.1293
H 1.7963 5.8480 1.9178
H 0.5577 6.7479 0.9918
H 1.7975 1.7697 -3.2234
H 1.2251 -0.6193 -4.2690
H 0.0757 -2.8121 -3.9482
H -1.2807 -3.1688 -1.8792
H -1.4203 -1.3497 -0.2120
N 2.2647 0.2288 2.6197
C 1.7474 0.4531 1.3555
N 0.3537 0.6606 1.2722
C -0.4302 0.1589 2.2772
N -1.7250 0.3974 2.2861
N -2.0717 1.2210 1.2620
C -3.2378 1.8069 1.3487
C -3.4412 2.9014 0.4537
C -4.6545 3.5664 0.2885
C -4.7493 4.5682 -0.6530
C -3.6111 4.9266 -1.3695
C -2.4296 4.2567 -1.1250
N -2.3383 3.2554 -0.2514
C 0.1491 -0.4731 3.4463
C -0.6344 -1.0254 4.4624
C -0.0457 -1.4679 5.6266
C 1.3366 -1.3618 5.7875
C 2.1267 -0.8248 4.7916
C 1.5345 -0.3752 3.6126
H 3.2668 0.2412 2.7118
H 2.3089 1.1937 0.7998
H -3.9372 1.5262 2.1263
H -5.4999 3.2636 0.8918
H -5.6890 5.0726 -0.8313
H -3.6455 5.7156 -2.1063
H -1.5189 4.5197 -1.6486
H -1.7035 -1.0819 4.3142
H -0.6547 -1.8818 6.4179
H 1.7981 -1.6944 6.7077
H 3.1998 -0.7425 4.9138
C -2.1604 1.3664 -1.8010
C -2.9555 1.1434 -2.6933
C -3.8821 0.8710 -3.7470
C -3.6009 -0.1230 -4.6894
C -4.4957 -0.3903 -5.7111
C -5.6821 0.3236 -5.8077
C -5.9681 1.3114 -4.8755
C -5.0777 1.5878 -3.8527
H -2.6737 -0.6761 -4.6117
H -4.2654 -1.1586 -6.4377
H -6.3794 0.1118 -6.6070
H -6.8930 1.8688 -4.9498
H -5.2979 2.3604 -3.1271
C 4.9199 -6.5740 2.0121
C 4.3467 -5.2434 1.6110
C 5.0269 -4.4007 0.7404
C 4.5088 -3.1776 0.3358
C 5.2989 -2.3300 -0.6245
C 3.2456 -2.7918 0.8214
Se 2.4813 -1.2019 0.0141
C 2.5398 -3.6185 1.6989
C 1.1764 -3.2714 2.2240
C 3.1122 -4.8260 2.0849
H 5.8591 -6.7677 1.4973
H 4.2234 -7.3786 1.7718
H 5.1033 -6.6092 3.0873
H 5.9911 -4.7070 0.3493
H 6.2727 -2.7772 -0.8188
H 5.4445 -1.3248 -0.2288
H 4.7680 -2.2273 -1.5729
H 0.7072 -2.5013 1.6131
H 1.2332 -2.9037 3.2518
H 0.5335 -4.1526 2.2235
H 2.5592 -5.4671 2.7647
*
```

Löwdin population analysis, charges in e, atoms 1 to 4: 1.462 -0.417 0.893 -1.065



Entry 3:
Density functional theory data (the ωB97M-V functional and the def2-TZVPD basis) for a structure of composition C39H36AuPS2Sb2Se4.

The HOMO energy comes out at -7.6 eV. The value obtained for the LUMO energy is -2.0 eV. For the maximum force, the calculation gives 0.95 eV/A.

```
! RIJCOSX wB97M-V def2-TZVPD def2/J DEFGRID3
* xyz 0 1
Au -1.7216 1.8042 0.1873
C 0.7489 -1.6666 1.3343
C -0.2375 -2.4401 2.2067
C -1.7076 -2.0053 2.1252
Sb -2.4470 -0.9194 0.4209
C -2.8807 -2.4880 -0.9493
C -2.6783 -3.8148 -0.5824
C -2.9274 -4.8371 -1.4861
C -3.3738 -4.5412 -2.7660
C -3.5766 -3.2205 -3.1393
C -3.3274 -2.1959 -2.2357
C -4.3804 -0.5571 1.2008
C -4.4922 0.2846 2.3051
C -5.7411 0.6049 2.8160
C -6.8859 0.0988 2.2145
C -6.7795 -0.7289 1.1063
C -5.5288 -1.0569 0.5982
Sb 1.0028 -2.4884 -0.6519
C 3.0961 -2.9062 -0.4372
C 3.9047 -2.9167 -1.5733
C 5.2528 -3.2325 -1.4855
C 5.8114 -3.5620 -0.2580
C 5.0139 -3.5761 0.8760
C 3.6662 -3.2502 0.7848
C 1.2430 -0.6673 -1.7506
C 2.4120 0.0918 -1.7395
C 2.5478 1.1871 -2.5825
C 1.5125 1.5442 -3.4371
C 0.3323 0.8150 -3.4360
C 0.2052 -0.2897 -2.6031
H 1.7443 -1.6586 1.7750
H 0.4599 -0.6187 1.2460
H 0.0627 -2.3348 3.2535
H -0.1702 -3.5103 1.9879
H -1.9410 -1.3024 2.9287
H -2.3826 -2.8521 2.2545
H -2.3173 -4.0641 0.4079
H -2.7649 -5.8657 -1.1913
H -3.5601 -5.3396 -3.4725
H -3.9258 -2.9844 -4.1363
H -3.4922 -1.1684 -2.5355
H -3.6064 0.7115 2.7673
H -5.8194 1.2577 3.6758
H -7.8616 0.3534 2.6079
H -7.6711 -1.1214 0.6339
H -5.4548 -1.7065 -0.2664
H 3.4864 -2.6582 -2.5404
H 5.8674 -3.2225 -2.3769
H 6.8623 -3.8119 -0.1877
H 5.4396 -3.8405 1.8362
H 3.0662 -3.2685 1.6873
H 3.2280 -0.1710 -1.0740
H 3.4660 1.7625 -2.5701
H 1.6266 2.3882 -4.1055
H -0.4777 1.0892 -4.1012
H -0.7029 -0.8851 -2.6510
Se -3.2566 1.5921 -1.8329
Se -5.1513 2.2592 -0.8313
Se -4.3690 4.2227 0.2949
Se -2.2333 4.2639 -0.3293
S 1.2096 4.0162 3.8664
P 1.1042 3.0795 2.1683
S -0.4097 1.6488 2.1146
C 0.9036 4.1744 0.7343
C 0.8584 3.6709 -0.5653
C 0.7270 4.5390 -1.6367
C 0.6429 5.9100 -1.4180
C 0.6981 6.4111 -0.1281
C 0.8325 5.5443 0.9486
C 2.6085 2.1108 1.8123
C 2.8232 0.9304 2.5212
C 3.9701 0.1847 2.3094
C 4.9240 0.6156 1.3950
C 4.7262 1.7999 0.7031
C 3.5714 2.5454 0.9079
H 0.9390 2.6032 -0.7413
H 0.6860 4.1462 -2.6427
H 0.5344 6.5846 -2.2578
H 0.6346 7.4775 0.0450
H 0.8762 5.9177 1.9639
H 2.0835 0.5961 3.2393
H 4.1240 -0.7373 2.8567
H 5.8178 0.0283 1.2272
H 5.4704 2.1484 -0.0019
H 3.4291 3.4689 0.3618
*
```

Löwdin population analysis, charges in e, atoms 1 to 4: 0.140 -0.433 -0.360 -0.346



Entry 4:
Density functional theory data (the ωB97M-V functional and the def2-TZVPD basis) for a structure of composition C39H36ClN3ReSi2.

The HOMO energy (alpha / beta) comes out at -12.3 / -13.6 eV. The value obtained for the LUMO energy (alpha / beta) is -5.9 / -6.7 eV. For the maximum force, the calculation gives 7.77 eV/A. Its expectation value of S² is 3.7750.

```
! RIJCOSX wB97M-V def2-TZVPD def2/J DEFGRID3
* xyz 2 4
C -2.5291 -1.0594 3.7404
C -3.1324 -0.2639 2.6997
C -3.1585 -1.0427 1.5001
H -3.5589 0.7296 2.8116
C -2.5671 -2.3246 1.7899
C -2.2030 -2.3424 3.1733
H -1.8076 -3.2016 3.7088
H -2.4405 -0.7898 4.7874
H -3.5747 -0.7268 0.5534
H -2.4554 -3.1501 1.0987
Re -1.1664 -0.7968 2.1583
Si 2.6863 1.1599 -0.3607
C 1.6737 2.6165 -0.9542
C 2.1466 3.2999 -2.0762
H 3.1024 3.0019 -2.5156
C 1.3976 4.3429 -2.6272
H 1.7551 4.8483 -3.5227
C 0.1798 4.7215 -2.0511
H -0.4239 5.5081 -2.5069
C -0.2728 4.0718 -0.8999
H -1.2174 4.3633 -0.4326
C 0.4865 3.0369 -0.3418
H 0.1456 2.5592 0.5791
C 1.5526 -0.3200 -0.7182
C 0.1262 -0.2426 -0.4616
H -0.3656 0.7195 -0.2900
C -0.7015 -1.4773 -0.4649
H -1.7918 -1.4220 -0.3716
C -0.0191 -2.7484 -0.5115
H -0.5854 -3.6709 -0.3898
C 1.3588 -2.7636 -0.6316
H 1.8876 -3.7175 -0.5761
C 2.1203 -1.5950 -0.7672
H 3.2138 -1.6639 -0.8185
H 0.3074 -0.1770 1.5269
Si -0.2605 -0.9471 -2.1218
C 0.0554 -2.1543 -3.5517
C -1.0936 -2.5430 -4.2648
H -2.0613 -2.0958 -4.0149
C -1.0102 -3.5002 -5.2816
H -1.9180 -3.8205 -5.7957
C 0.2326 -4.0419 -5.6307
H 0.2975 -4.8023 -6.4115
C 1.3902 -3.5903 -4.9854
H 2.3667 -3.9724 -5.2808
C 1.3032 -2.6543 -3.9483
H 2.2090 -2.3199 -3.4400
C -0.9519 0.5482 -3.0333
C -2.2608 0.9694 -2.7833
H -2.8741 0.4284 -2.0588
C -2.7754 2.0696 -3.4784
H -3.7955 2.3998 -3.2785
C -1.9868 2.7398 -4.4199
H -2.3826 3.6058 -4.9530
C -0.6806 2.3061 -4.6753
H -0.0531 2.8346 -5.3944
C -0.1683 1.2063 -3.9881
H 0.8510 0.8617 -4.1861
H 4.0388 1.2022 -0.7340
Cl 2.6816 1.2878 1.7084
N 0.2778 0.0320 5.1877
C 0.0095 1.2076 4.4576
C 0.4474 2.4258 4.9891
C 0.1930 3.6049 4.3002
C -0.5014 3.5063 3.0866
C -0.9426 2.2690 2.6448
N -0.6338 1.1119 3.2851
C 0.9445 -1.0791 4.6417
C 2.0263 -1.5994 5.3601
C 2.8142 -2.5902 4.7869
C 2.4266 -3.0697 3.5268
C 1.2777 -2.5823 2.9292
N 0.5537 -1.5522 3.4494
H 0.6152 0.2446 6.1238
H 1.0146 2.3886 5.9199
H 0.5165 4.5723 4.6847
H -0.7119 4.3846 2.4794
H -1.5140 2.1644 1.7172
H 2.2404 -1.1532 6.3308
H 3.6984 -2.9780 5.2880
H 2.9976 -3.8377 3.0051
H 0.9277 -2.9713 1.9696
*
```

Löwdin population analysis, charges in e, atoms 1 to 4: -0.196 -0.196 -0.216 0.133



Among the records above, which one has the lowest maximum force?
C39H35FeN5O2SSi



Which value of maximum force does entry 1 give?
0.93 eV/A



Among the records above, which one has the lowest maximum force?
C39H35FeN5O2SSi